[1]
{"formula": "C25H28Cl5HfO2", "method": "the ωB97M-V functional and the def2-TZVPD basis", "orbital_gap_ev": 8.10, "homo_ev": -11.57, "relative_energy_kj_mol": 0.0, "total_charge": 1, "species": ["O", "C", "C", "H", "H", "C", "H", "H", "C", "H", "H", "H", "C", "H", "H", "H", "Hf", "C", "C", "C", "H", "C", "C", "H", "H", "H", "H", "C", "C", "C", "H", "C", "C", "H", "H", "H", "H", "O", "C", "C", "H", "H", "C", "H", "H", "C", "H", "H", "H", "H", "Cl", "C", "C", "C", "Cl", "C", "Cl", "C", "Cl", "C", "Cl"], "xyz": [[0.2066, -0.1031, -5.4865], [0.0078, 1.2012, -6.0715], [-0.2366, 0.6088, -7.4549], [0.8967, 1.8288, -5.9747], [-0.8409, 1.7222, -5.6227], [-0.0184, -0.7606, -6.7816], [0.5015, 0.8667, -8.2102], [-1.2337, 0.7629, -7.8594], [1.2190, -1.5064, -7.2193], [2.0846, -0.8467, -7.2273], [1.0888, -1.9163, -8.2214], [1.4279, -2.3314, -6.5392], [-1.2359, -1.6511, -6.7183], [-2.1058, -1.0917, -6.3797], [-1.0704, -2.4738, -6.0237], [-1.4579, -2.0731, -7.6991], [-0.3552, -0.4267, 2.5277], [-2.3131, -0.9174, 3.7733], [-2.0153, 0.4452, 3.9472], [-2.1917, 1.0828, 2.6971], [-1.6812, 0.9194, 4.8529], [-2.6010, 0.1128, 1.7659], [-2.6581, -1.1298, 2.4175], [-2.9131, -2.0747, 1.9674], [-2.2731, -1.6697, 4.5410], [-1.9961, 2.1198, 2.4947], [-2.7890, 0.2859, 0.7198], [0.7507, -1.8659, 4.0768], [-0.0195, -2.6633, 3.1976], [0.5100, -2.5296, 1.8995], [-0.8649, -3.2704, 3.4674], [1.6286, -1.6653, 1.9870], [1.7782, -1.2719, 3.3243], [2.4950, -0.5618, 3.6917], [0.5795, -1.7292, 5.1311], [0.1523, -3.0320, 1.0173], [2.2281, -1.3146, 1.1646], [-0.0300, 0.1723, 0.3854], [-0.4013, -0.7078, -0.6977], [-0.7131, 0.1957, -1.8732], [-1.2426, -1.3146, -0.3724], [0.4425, -1.3675, -0.9068], [0.2118, 1.3790, -1.6196], [-1.7548, 0.5153, -1.8412], [-0.5405, -0.2971, -2.8272], [0.1430, 1.5261, -0.1159], [-0.0997, 2.2859, -2.1327], [1.2281, 1.1435, -1.9353], [-0.7164, 2.1187, 0.1992], [1.0289, 1.9357, 0.3530], [-0.6585, -0.2918, 6.6641], [0.4772, 0.8515, 5.8828], [0.7364, 0.9578, 4.4489], [1.7504, 1.8743, 4.0761], [2.2609, 1.9818, 2.4251], [2.4219, 2.6837, 5.0074], [3.6752, 3.8142, 4.4738], [2.1193, 2.5952, 6.3629], [2.9728, 3.6171, 7.5269], [1.1641, 1.6792, 6.8012], [0.8419, 1.5688, 8.5414]]}

[2]
{"formula": "C5H15CsN3O2", "method": "the ωB97M-V functional and the def2-TZVPD basis", "orbital_gap_ev": 8.20, "homo_ev": -11.77, "relative_energy_kj_mol": 236.6, "total_charge": 1, "species": ["Cs", "C", "C", "C", "O", "C", "N", "H", "H", "H", "H", "H", "H", "H", "H", "H", "H", "H", "C", "O", "N", "N", "H", "H", "H", "H"], "xyz": [[-15.9538, 0.9449, 37.6175], [-10.3145, 3.5305, 35.6622], [-10.5083, 3.0455, 37.1164], [-9.5027, 3.6998, 38.0382], [-8.1762, 3.0692, 37.8166], [-7.2351, 3.2651, 38.8414], [-11.9132, 3.4195, 37.4726], [-9.2920, 3.5962, 35.2903], [-10.6866, 4.5523, 35.5867], [-10.8427, 2.8804, 34.9647], [-10.4657, 1.9578, 37.1721], [-9.8825, 3.8146, 39.0534], [-9.4158, 4.7563, 37.7845], [-7.6351, 2.9164, 39.7935], [-6.9451, 4.3156, 38.8610], [-6.4163, 2.6522, 38.4647], [-11.7575, 4.0064, 38.2796], [-12.4317, 3.9738, 36.8063], [-15.1023, 4.1300, 33.2597], [-15.4954, 3.0390, 33.6419], [-15.2462, 5.2040, 33.9785], [-14.1497, 4.3884, 32.4331], [-14.8128, 6.0331, 33.5981], [-15.8786, 5.1712, 34.7653], [-13.8795, 5.3584, 32.3544], [-13.7848, 3.6836, 31.8084]]}

[3]
{"formula": "C15H10N2O4S", "method": "the ωB97M-V functional and the def2-TZVPD basis", "smiles": "O=Cc1ccc2oc3nc4n(c(=O)c3c(=O)c2c1)CCCS4", "orbital_gap_ev": 8.55, "homo_ev": -9.03, "relative_energy_kj_mol": 19.1, "total_charge": 0, "species": ["O", "C", "C", "C", "C", "C", "O", "C", "N", "C", "N", "C", "O", "C", "C", "O", "C", "C", "C", "C", "C", "S", "H", "H", "H", "H", "H", "H", "H", "H", "H", "H"], "xyz": [[-1.1658, -5.9405, 2.4487], [0.0478, -5.6864, 2.4367], [0.5611, -4.3938, 1.9135], [1.9527, -4.0989, 1.7935], [2.3471, -2.8251, 1.3338], [1.3624, -1.8624, 0.9586], [1.8461, -0.6584, 0.4760], [0.9381, 0.2469, -0.0093], [1.4594, 1.3784, -0.5168], [0.7074, 2.3423, -1.0325], [-0.6707, 2.1606, -1.1691], [-1.2732, 1.0301, -0.5930], [-2.4723, 0.8340, -0.7617], [-0.4268, 0.0396, 0.0427], [-0.9389, -1.1777, 0.6556], [-2.1161, -1.3837, 0.7975], [0.0102, -2.1676, 1.0829], [-0.3615, -3.3855, 1.5932], [-1.5154, 3.1065, -1.9217], [-1.1418, 4.5220, -1.5202], [0.2118, 4.9251, -2.1238], [1.5446, 3.7473, -1.6203], [0.7376, -6.4925, 2.6343], [2.6868, -4.8438, 2.0917], [3.4185, -2.5841, 1.2375], [-1.4376, -3.5718, 1.7176], [-2.5909, 3.0220, -1.6574], [-1.4288, 2.9597, -2.9983], [-1.0270, 4.5873, -0.4155], [-1.8981, 5.2505, -1.8247], [0.0807, 4.9528, -3.2011], [0.5528, 5.9672, -1.8483]]}

[4]
{"formula": "C7H10", "method": "the ωB97M-V functional and the def2-TZVPD basis", "smiles": "C=C[C@@H]1C=C=CC1.[H][H]", "orbital_gap_ev": [7.33, 8.12], "homo_ev": [-7.95, -8.62], "relative_energy_kj_mol": 537.0, "total_charge": 0, "species": ["C", "C", "C", "C", "C", "C", "C", "H", "H", "H", "H", "H", "H", "H", "H", "H", "H"], "xyz": [[-1.7157, 0.6230, -0.5235], [-1.1694, -0.5780, -0.6749], [0.3040, -0.9024, -0.6958], [0.7853, -1.2949, 0.7006], [1.2492, -0.2091, 1.3642], [1.3884, 0.8199, 0.4890], [1.2687, 0.3235, -0.9360], [-2.7896, 0.7345, -0.4029], [-1.1252, 1.5361, -0.4853], [-1.8129, -1.4579, -0.6671], [0.4799, -1.7253, -1.4031], [0.8417, -2.3350, 1.0133], [1.3777, 1.8806, 0.7376], [0.8810, 1.0857, -1.6218], [2.2107, -0.0488, -1.3596], [-1.3981, 0.9352, 2.1044], [-0.7757, 0.6129, 2.3608]]}

[5]
{"formula": "C34H24AsBr2CuNO", "method": "the ωB97M-V functional and the def2-TZVPD basis", "spin_multiplicity": 2, "orbital_gap_ev": [7.53, 6.89], "homo_ev": [-7.65, -7.65], "total_charge": 0, "species": ["Cu", "C", "C", "C", "C", "C", "C", "Br", "C", "C", "Br", "C", "O", "C", "N", "H", "H", "H", "H", "H", "H", "C", "C", "C", "C", "C", "C", "H", "H", "H", "H", "H", "C", "C", "C", "C", "C", "C", "As", "C", "C", "C", "C", "C", "C", "C", "C", "C", "C", "C", "C", "H", "H", "H", "H", "H", "H", "H", "H", "H", "H", "H", "H", "H"], "xyz": [[-0.2813, 0.2322, -0.1502], [-2.2300, 3.1402, 0.1903], [-0.7619, 3.3201, 0.4221], [-0.2668, 4.5933, 0.7893], [1.0656, 4.7837, 0.9900], [1.9565, 3.6976, 0.8389], [3.3607, 3.7662, 1.0264], [4.1848, 5.4078, 1.4864], [4.1307, 2.6494, 0.8813], [3.5453, 1.4163, 0.5423], [4.6683, -0.0949, 0.3969], [2.1880, 1.2743, 0.3314], [1.6116, 0.1559, 0.0247], [1.3910, 2.4625, 0.4868], [0.0494, 2.2973, 0.2790], [-2.7424, 4.0949, 0.2760], [-2.6565, 2.4461, 0.9121], [-2.4238, 2.7187, -0.7964], [-0.9669, 5.4082, 0.9018], [1.4523, 5.7552, 1.2670], [5.2004, 2.6993, 1.0275], [-4.9585, -0.1048, -0.8354], [-4.1157, 0.2144, -1.8903], [-2.7442, 0.2816, -1.6893], [-2.1742, 0.0428, -0.4378], [-3.0390, -0.2962, 0.6025], [-4.4138, -0.3689, 0.4122], [-6.0284, -0.1529, -0.9851], [-4.5278, 0.4022, -2.8732], [-2.1130, 0.5176, -2.5394], [-2.6433, -0.5136, 1.5897], [-5.0605, -0.6306, 1.2404], [0.4921, -6.6322, 1.5705], [-0.5716, -5.7992, 1.8850], [-0.7024, -4.5739, 1.2500], [0.2222, -4.1854, 0.2858], [1.2906, -5.0166, -0.0239], [1.4228, -6.2379, 0.6226], [-0.0758, -2.4938, -0.6054], [-1.3828, -2.9508, -1.9604], [-2.7247, -3.2283, -1.7662], [-3.5274, -3.4861, -2.8673], [-2.9874, -3.4444, -4.1476], [-1.6441, -3.1645, -4.3392], [-0.8261, -2.9280, -3.2396], [0.6268, -2.6594, -3.2818], [1.4142, -2.6113, -4.4274], [2.7751, -2.3717, -4.3161], [3.3606, -2.1686, -3.0711], [2.5827, -2.2037, -1.9229], [1.2260, -2.4602, -2.0355], [0.5960, -7.5873, 2.0664], [-1.2964, -6.0991, 2.6293], [-1.5274, -3.9207, 1.5144], [2.0167, -4.7210, -0.7709], [2.2558, -6.8830, 0.3791], [-3.1564, -3.2197, -0.7727], [-4.5776, -3.7027, -2.7291], [-3.6210, -3.6310, -5.0038], [-1.2375, -3.1388, -5.3414], [0.9725, -2.7621, -5.4036], [3.3850, -2.3354, -5.2086], [4.4209, -1.9658, -2.9965], [3.0268, -2.0030, -0.9573]]}

[6]
{"formula": "CH5NP2", "method": "the ωB97M-V functional and the def2-TZVPD basis", "orbital_gap_ev": [6.56, 6.55], "homo_ev": [-7.37, -7.37], "relative_energy_kj_mol": 76.2, "total_charge": 0, "species": ["C", "N", "P", "P", "H", "H", "H", "H", "H"], "xyz": [[2.7712, -1.1483, 0.0511], [-2.9405, 1.4925, -0.1102], [-1.4791, 1.1268, -0.2536], [-4.3635, 2.1666, 0.0846], [2.6857, -1.7404, -0.8492], [3.0764, -1.7810, 0.8732], [1.8127, -0.6989, 0.2753], [-5.0681, 0.9490, 0.0215], [3.5052, -0.3663, -0.0927]]}

[7]
{"formula": "C30H86N14O6P4", "method": "the ωB97M-V functional and the def2-TZVPD basis", "smiles": "CN(C)P(=O)(N(C)C)N(C)C.CN(C)P(=O)(N(C)C)N(C)C.CN(C)P(=O)(N(C)C)N(C)C.CN(C)P(=O)(N(C)C)N(C)C.CN(C)C=O.CN(C)C=O", "orbital_gap_ev": 7.81, "homo_ev": -7.54, "total_charge": 0, "species": ["C", "N", "C", "P", "O", "N", "C", "C", "N", "C", "C", "H", "H", "H", "H", "H", "H", "H", "H", "H", "H", "H", "H", "H", "H", "H", "H", "H", "H", "C", "N", "C", "P", "O", "N", "C", "C", "N", "C", "C", "H", "H", "H", "H", "H", "H", "H", "H", "H", "H", "H", "H", "H", "H", "H", "H", "H", "H", "C", "N", "C", "P", "O", "N", "C", "C", "N", "C", "C", "H", "H", "H", "H", "H", "H", "H", "H", "H", "H", "H", "H", "H", "H", "H", "H", "H", "H", "C", "N", "C", "P", "O", "N", "C", "C", "N", "C", "C", "H", "H", "H", "H", "H", "H", "H", "H", "H", "H", "H", "H", "H", "H", "H", "H", "H", "H", "C", "N", "C", "C", "O", "H", "H", "H", "H", "H", "H", "H", "C", "N", "C", "C", "O", "H", "H", "H", "H", "H", "H", "H"], "xyz": [[-0.2761, -7.5121, 3.9203], [-0.7208, -8.1747, 2.6316], [-1.2134, -9.5635, 2.7661], [0.1851, -7.9391, 1.1957], [1.5746, -8.3745, 1.2925], [-0.6568, -8.6602, -0.1005], [-2.1285, -8.4723, -0.2607], [-0.0409, -9.1068, -1.3265], [-0.0223, -6.2555, 0.9119], [-1.2337, -5.4164, 1.0331], [1.1153, -5.3784, 0.5530], [-0.6563, -8.1055, 4.7519], [-0.6383, -6.4841, 3.9073], [0.8137, -7.5327, 3.9196], [-1.6019, -9.8003, 3.7566], [-0.4252, -10.2983, 2.6018], [-1.9992, -9.7314, 2.0296], [-2.6119, -8.5617, 0.7121], [-2.3604, -7.5418, -0.7790], [-2.5036, -9.2980, -0.8654], [0.8043, -9.7826, -1.1967], [-0.7942, -9.8212, -1.6587], [0.2498, -8.3426, -2.0474], [-1.9650, -5.8276, 0.3372], [-1.6955, -5.6323, 1.9965], [-1.1100, -4.3431, 0.8885], [2.0798, -5.8396, 0.3406], [1.3246, -4.7255, 1.4003], [1.0723, -4.7709, -0.3509], [-4.0115, 2.5240, -0.0080], [-3.5392, 3.5188, -0.9449], [-4.1061, 3.4196, -2.2476], [-2.5782, 4.7574, -0.3112], [-1.7545, 4.2743, 0.8553], [-1.6363, 5.2501, -1.6335], [-1.2020, 6.6944, -1.7033], [-0.9001, 4.4035, -2.5828], [-3.6948, 6.0215, -0.0790], [-3.8514, 6.6302, 1.2068], [-4.6594, 6.5409, -1.0713], [-3.8933, 1.5748, -0.5306], [-5.0942, 2.5981, 0.0939], [-3.5023, 2.6858, 0.9421], [-4.0532, 2.4282, -2.6975], [-3.7025, 4.2092, -2.8815], [-5.1836, 3.5738, -2.3069], [-0.8358, 7.0520, -0.7410], [-0.4737, 6.8255, -2.5036], [-2.1057, 7.2749, -1.8890], [-1.1845, 3.3588, -2.4569], [-1.1472, 4.7557, -3.5843], [0.1594, 4.3217, -2.3405], [-3.4841, 7.6497, 1.0895], [-4.8985, 6.5915, 1.5073], [-3.3296, 6.0312, 1.9531], [-5.6692, 6.1848, -0.8673], [-4.4283, 6.2555, -2.0976], [-4.6626, 7.6305, -1.0433], [4.4030, 1.4345, -5.9504], [4.4765, 1.4018, -4.4679], [5.8097, 1.4345, -3.9838], [3.1101, 1.7246, -3.4060], [3.2674, 1.3463, -1.9630], [2.8247, 3.4010, -3.7684], [2.6662, 3.9601, -5.0887], [3.2507, 4.4316, -2.8123], [1.7651, 1.0384, -4.2074], [1.8489, -0.2751, -4.8248], [0.4113, 1.6272, -4.1920], [5.0549, 0.7078, -6.4352], [4.7084, 2.3847, -6.3887], [3.3721, 1.3239, -6.2867], [6.6333, 1.3437, -4.6920], [5.9604, 0.5865, -3.3157], [5.9377, 2.4059, -3.5061], [2.3518, 3.2209, -5.8253], [1.8451, 4.6769, -5.1002], [3.5965, 4.2746, -5.5617], [3.0873, 4.1202, -1.7806], [4.3195, 4.5830, -2.9636], [2.6003, 5.2843, -3.0069], [1.3796, -0.2744, -5.8086], [2.8009, -0.7832, -4.9784], [1.3054, -1.0118, -4.2332], [-0.2789, 1.0429, -4.8006], [0.4547, 2.6964, -4.3992], [0.1264, 1.5046, -3.1470], [3.7892, 0.4842, 1.3616], [2.8448, 0.5490, 2.4722], [1.9032, -0.5393, 2.6360], [3.2071, 1.6254, 3.7015], [4.1640, 2.7240, 3.3611], [1.7220, 2.1577, 4.3790], [0.6197, 2.6576, 3.4698], [1.6590, 2.8616, 5.6490], [3.7404, 0.3995, 4.8711], [5.1330, 0.1351, 5.0844], [2.8423, -0.1690, 5.8728], [4.0402, 1.5184, 1.1256], [3.4190, -0.0839, 0.5082], [4.7310, 0.0961, 1.7494], [0.8696, -0.2036, 2.7195], [2.2225, -1.2609, 3.3881], [1.8419, -1.1064, 1.7072], [0.3592, 1.9067, 2.7239], [-0.2837, 2.8763, 4.0391], [0.9834, 3.5950, 3.0489], [2.5523, 3.4730, 5.7764], [0.7015, 3.3685, 5.7690], [1.8590, 2.2274, 6.5126], [5.6701, 0.4473, 4.1887], [5.4985, 0.8114, 5.8571], [5.5041, -0.8571, 5.3413], [2.6082, 0.4788, 6.7176], [3.1307, -1.1587, 6.2270], [1.8457, -0.3314, 5.4624], [-5.9753, -1.4906, -0.3114], [-4.9030, -1.3735, 0.6361], [-4.8689, -0.2808, 1.6497], [-4.0441, -2.3515, 0.8824], [-3.1621, -2.4475, 1.7548], [-6.3786, -0.5153, -0.5835], [-6.7612, -2.1108, 0.1197], [-5.6177, -1.9608, -1.2274], [-5.7564, -0.3995, 2.2712], [-3.9823, -0.2880, 2.2838], [-5.1118, 0.7106, 1.2672], [-4.2438, -3.2104, 0.2231], [0.3269, 1.5479, -0.0883], [-0.1388, 0.1598, -0.3019], [-1.3324, -0.1036, 0.4872], [0.5394, -0.7896, -0.9840], [0.3886, -2.0266, -0.7748], [0.9813, 1.6903, 0.7718], [-0.4927, 2.2583, 0.0196], [0.8716, 1.7956, -0.9994], [-1.6764, -1.1379, 0.4910], [-1.2059, 0.1446, 1.5410], [-2.1726, 0.5411, 0.2294], [1.3070, -0.4003, -1.6706]]}

[8]
{"formula": "C8H32O8", "method": "the ωB97M-V functional and the def2-TZVPD basis", "smiles": "CO.CO.CO.CO.CO.CO.CO.CO", "orbital_gap_ev": 9.83, "homo_ev": -9.33, "relative_energy_kj_mol": 324.5, "total_charge": 0, "species": ["C", "O", "H", "H", "H", "H", "C", "O", "H", "H", "H", "H", "C", "O", "H", "H", "H", "H", "C", "O", "H", "H", "H", "H", "C", "O", "H", "H", "H", "H", "C", "O", "H", "H", "H", "H", "C", "O", "H", "H", "H", "H", "C", "O", "H", "H", "H", "H"], "xyz": [[-11.8744, -18.1903, 17.8567], [-12.6097, -17.0040, 18.1291], [-11.6929, -18.7663, 18.7655], [-12.4474, -18.7567, 17.1279], [-10.9103, -17.9488, 17.3906], [-12.0638, -16.4559, 18.7107], [-9.3019, -20.4696, 21.8940], [-10.0167, -20.7148, 20.7081], [-8.6098, -21.3009, 22.0580], [-8.7294, -19.5388, 21.8465], [-9.9570, -20.4489, 22.7750], [-10.9037, -20.3280, 20.7982], [-9.9619, -14.2878, 19.0973], [-10.8203, -15.3117, 19.5975], [-9.4489, -14.6336, 18.2026], [-10.5116, -13.3825, 18.8227], [-9.2217, -14.0225, 19.8544], [-10.9050, -15.1686, 20.5438], [-8.5042, -16.5129, 21.9263], [-7.4308, -17.4120, 22.1746], [-8.1773, -15.7484, 21.2100], [-9.2902, -17.0923, 21.4495], [-8.8454, -16.0212, 22.8381], [-6.7729, -16.9911, 22.7328], [-12.7781, -18.2047, 21.4174], [-12.4909, -19.5834, 21.2611], [-11.8943, -17.6475, 21.1105], [-13.6038, -17.9010, 20.7659], [-13.0337, -17.9639, 22.4519], [-13.1910, -20.0950, 21.6975], [-10.4932, -17.7945, 24.3228], [-11.2173, -16.6750, 24.8152], [-10.6239, -17.8451, 23.2488], [-9.4316, -17.7675, 24.5817], [-10.8602, -18.7413, 24.7428], [-10.8158, -16.3868, 25.6378], [-14.2639, -22.1317, 22.8528], [-14.5191, -20.7273, 22.8626], [-15.0547, -22.6669, 23.3802], [-14.1876, -22.5176, 21.8332], [-13.3087, -22.2926, 23.3430], [-15.3191, -20.5410, 22.3616], [-15.3160, -21.8557, 19.1747], [-15.1829, -22.0721, 17.7715], [-16.0442, -21.0761, 19.4064], [-15.5418, -22.7974, 19.6842], [-14.3474, -21.5109, 19.5509], [-15.9999, -21.8331, 17.3292]]}

Electronic energy for the records above, in order: -94386.670; -14535.283; -37722.623; -7415.470; -284748.751; -21183.652; -102807.862; -25191.436 eV